## 1
Computed, not measured: a cluster of 5 separate species, C2H15N2O4 in total, with ωB97M-V/def2-TZVPD.

Properties
- HOMO: -14.0 eV
- E_LUMO: -2.41 eV

```
! RIJCOSX wB97M-V def2-TZVPD def2/J DEFGRID3
* xyz 1 1
H -0.417 -1.456 0.942
H -1.934 -1.125 -2.938
H 0.277 2.290 -2.532
C -0.301 0.181 -0.206
H 3.602 -1.424 -1.070
H 0.635 3.004 -0.991
H 1.380 0.583 -1.158
H -1.253 0.564 0.105
H -2.045 -2.324 3.265
H -0.531 0.051 2.878
O -0.529 0.831 2.268
H -1.028 2.366 -1.361
H -0.179 1.493 2.859
O 3.447 -0.641 -0.497
C 0.040 2.221 -1.470
H 4.176 -0.035 -0.657
N 0.051 -1.040 0.148
N 0.485 0.966 -0.894
H -0.768 -2.865 3.565
O -1.134 -2.176 3.028
H -2.898 0.136 -2.806
H 1.006 -1.315 0.047
O -2.080 -0.287 -2.525
*
```

***

## 2
Computed, not measured: a cluster of 5 separate species, C2H15N2O4 in total, with ωB97M-V/def2-TZVPD.

Properties
- HOMO: -13.9 eV
- E_LUMO: -2.58 eV

```
! RIJCOSX wB97M-V def2-TZVPD def2/J DEFGRID3
* xyz 1 1
H 1.492 -2.216 -2.987
H -0.340 -0.506 4.035
O 0.084 0.155 3.490
C 0.606 -1.603 -2.767
O -2.483 2.426 -0.044
H -2.062 3.276 0.042
H -0.183 -2.354 -2.667
N 0.346 -0.151 0.516
H -0.736 -1.682 -0.460
H 0.431 0.904 3.974
O -2.623 -0.476 1.120
N 0.774 -0.709 -1.676
H -0.058 -0.425 1.418
H -2.660 -0.409 2.080
H 4.165 -0.119 -0.867
H -3.247 2.736 -0.594
H -3.178 0.332 0.884
H 3.695 1.376 -0.906
H 1.669 -0.189 -1.608
O 3.413 0.497 -0.996
C 0.159 -0.933 -0.516
H 0.325 -1.110 -3.750
H 1.042 0.628 0.570
*
```

***

Name the least stable of them. 2.

***

## 1
Computed, not measured: the molecule C18H21N3O2, with ωB97M-V/def2-TZVPD.

Properties
- HOMO: -9.0 eV
- SMILES string: CC(C)C[C@H](N)COc1ccc2c(c1)C(=O)N=C1C=NC=C[C@H]12
- E_LUMO: -1.27 eV

```
! RIJCOSX wB97M-V def2-TZVPD def2/J DEFGRID3
* xyz 0 1
H -0.345 3.236 -3.019
H 0.466 -1.477 -4.150
C -1.026 0.123 4.684
C -0.007 -0.376 3.610
H -1.130 -2.804 -1.856
C 1.230 -1.259 5.631
C 0.142 0.518 2.400
H -1.745 -0.606 -4.885
C -0.213 1.115 -3.266
H 0.636 -2.831 -2.072
H -1.167 -0.238 -1.914
N 1.024 1.076 -4.025
H -1.974 0.735 2.070
O 3.738 0.591 2.151
H -0.431 -1.300 3.283
C 0.400 1.909 -0.074
H 2.102 -1.838 5.989
C -0.851 1.749 0.577
C 1.550 1.371 0.565
O 0.625 2.496 -1.323
H -1.565 0.133 6.762
C -0.851 -0.184 6.004
C -0.985 1.007 1.726
H -1.830 0.791 4.373
H -0.306 -3.681 -3.205
H -1.371 2.358 -1.955
H -1.045 1.176 -3.964
H 0.610 -0.296 -1.839
C 1.299 -0.692 4.284
H 1.812 1.181 -3.392
H 1.107 0.206 -4.547
C -0.371 -1.472 -3.439
H -1.759 2.182 0.159
C -1.706 -1.474 -4.192
N 2.490 -0.383 3.792
C 1.422 0.719 1.817
H -1.781 -2.372 -4.806
H 2.508 1.472 0.036
N 0.227 -0.978 6.456
C -0.296 -2.767 -2.582
C 2.632 0.245 2.535
H -2.586 -1.512 -3.524
C -0.396 2.357 -2.380
C -0.281 -0.206 -2.495
*
```

***

## 2
Computed, not measured: the molecule C18H21N3O2, with ωB97M-V/def2-TZVPD.

Properties
- HOMO: -8.3 eV
- SMILES string: CCCCn1c(CCNC(=O)c2ccco2)nc2ccccc21
- E_LUMO: 0.87 eV

```
! RIJCOSX wB97M-V def2-TZVPD def2/J DEFGRID3
* xyz 0 1
H 0.855 -4.439 0.714
H 1.432 2.720 -3.110
C 1.157 2.306 0.153
H 0.401 3.741 -2.076
H 2.455 1.824 -1.307
H 4.466 -0.412 1.453
H -1.600 -0.361 1.433
H -1.033 -2.875 0.441
H -0.694 1.681 -3.345
H 3.401 -1.967 -1.688
H -1.154 2.054 -1.673
O 0.089 2.789 0.492
N 1.690 2.449 -1.089
H 3.024 -4.001 -0.318
C 2.740 0.209 2.715
H -2.549 0.345 -1.389
H -1.516 1.254 0.731
C 1.968 1.491 1.068
C 0.820 2.741 -2.209
O 3.107 0.901 0.632
C -2.022 -0.293 -0.674
H -5.312 -0.405 1.817
C -0.337 1.722 -2.314
C -3.513 0.603 1.183
C 0.139 -1.535 -0.782
C -0.079 -2.674 -0.023
C 2.223 -3.291 -0.466
C -4.340 -0.659 1.401
C 1.699 1.088 2.352
H 2.861 -0.300 3.649
C 1.389 -1.277 -1.388
C 0.116 0.375 -1.859
H -3.467 1.161 2.120
C 0.983 -3.543 0.124
C -2.082 0.320 0.728
C 3.561 0.135 1.629
N -0.662 -0.469 -1.114
H -3.837 -1.329 2.095
H -4.504 -1.190 0.466
H -4.007 1.240 0.446
H -2.499 -1.277 -0.681
C 2.446 -2.165 -1.230
N 1.325 -0.080 -2.050
H 0.861 1.394 2.943
*
```

***

Name the least stable of them. 1.

***

## 1
Computed, not measured: the molecule C2H4O2S, with ωB97M-V/def2-TZVPD.

Properties
- HOMO (alpha / beta): -8.1 / -7.1 eV
- E_LUMO (alpha / beta): 0.34 / -0.77 eV

```
! RIJCOSX wB97M-V def2-TZVPD def2/J DEFGRID3
* xyz 0 1
C -0.978 0.178 -0.601
H -1.155 0.264 1.552
H -0.756 1.289 -0.629
H -0.383 -0.307 -1.426
C -0.564 -0.089 0.711
H -2.121 0.057 -0.603
O 3.215 -0.803 0.324
S 2.008 -0.324 -0.279
O 0.734 -0.263 0.952
*
```

***

## 2
Computed, not measured: a cluster of 2 separate species, C2H4O2S in total, with ωB97M-V/def2-TZVPD.

Properties
- HOMO: -9.4 eV
- E_LUMO: -1.27 eV

```
! RIJCOSX wB97M-V def2-TZVPD def2/J DEFGRID3
* xyz 0 1
C -0.730 -0.547 0.419
H -1.917 0.109 -1.242
C -1.078 -0.368 -0.834
O 0.715 0.919 1.039
O 2.702 1.445 -0.397
S 2.154 0.915 0.820
H -0.495 -0.662 -1.719
H -1.456 -0.545 1.147
H 0.104 -1.266 0.768
*
```

***

## 3
Computed, not measured: the molecule C2H4O2S, with ωB97M-V/def2-TZVPD.

Properties
- HOMO: -10.7 eV
- SMILES string: O=S1(=O)CC1
- E_LUMO: 0.66 eV

```
! RIJCOSX wB97M-V def2-TZVPD def2/J DEFGRID3
* xyz 0 1
C -0.284 -0.133 -1.063
H 0.670 -0.586 -1.677
H 0.734 -1.575 0.782
C 0.045 -0.748 0.683
H -0.926 -0.803 1.158
S 0.250 0.925 0.365
O 1.557 1.478 0.318
H -1.204 -0.291 -1.365
O -0.843 1.732 0.800
*
```

***

Name the least stable of them. 3.

***

## 1
Computed, not measured: a cluster of 2 separate species, C9H14SSi in total, with ωB97M-V/def2-TZVPD.

Properties
- HOMO (alpha / beta): -8.1 / -6.9 eV
- E_LUMO (alpha / beta): -0.15 / 0.20 eV

```
! RIJCOSX wB97M-V def2-TZVPD def2/J DEFGRID3
* xyz 0 1
H -2.439 2.609 2.961
C -1.242 1.551 0.076
H 0.203 -2.593 0.601
H 1.875 1.761 -2.157
H 1.142 0.466 2.346
H -3.006 2.616 0.769
H -1.456 -1.744 -0.592
C -1.702 2.204 2.309
H 1.555 -3.715 1.062
C 2.068 0.725 -2.014
H 1.096 -2.376 2.096
H 2.147 0.303 -3.013
C 1.136 -2.697 1.088
C -2.091 2.181 0.984
C -0.492 1.653 2.792
C -0.057 0.984 0.537
H -0.320 1.697 3.776
H -1.681 -1.009 -2.340
Si 0.988 -0.040 -0.792
H 3.161 0.658 -1.867
S 2.238 -1.428 0.280
C 0.320 0.916 1.893
H -1.323 1.506 -1.033
C -1.393 -1.837 -1.692
H -0.733 -2.567 -2.139
*
```

***

## 2
Computed, not measured: the molecule C9H14SSi, with ωB97M-V/def2-TZVPD.

Properties
- HOMO: -8.6 eV
- SMILES string: C=C(c1cccs1)[Si](C)(C)C
- E_LUMO: 0.82 eV

```
! RIJCOSX wB97M-V def2-TZVPD def2/J DEFGRID3
* xyz 0 1
C -0.269 -0.559 -2.663
C -1.051 0.038 0.211
H -1.253 2.260 -2.571
C -0.607 2.334 -1.626
H -1.133 2.763 -0.893
H -2.844 -0.316 1.177
H 1.341 -1.071 4.386
C 0.857 -1.258 3.390
C -2.344 0.066 0.306
H 0.388 -1.328 -2.944
C 0.197 -0.292 2.651
H 1.292 -3.453 3.105
H -0.276 0.004 -3.614
Si 0.109 0.618 -1.182
H -2.982 0.518 -0.380
C 0.826 -2.519 2.836
H 2.289 1.624 -1.027
S 0.126 -2.410 1.228
H 2.259 0.202 0.137
C 1.943 0.600 -0.794
C -0.240 -0.672 1.378
H 0.142 0.737 2.840
H 0.189 2.968 -1.971
H -1.298 -0.745 -2.501
H 2.337 -0.109 -1.481
*
```

***

Name the least stable of them. 1.

***

## 1
Computed, not measured: a cluster of 2 separate species, C7H17NO in total, with ωB97M-V/def2-TZVPD.

Properties
- HOMO: -10.0 eV
- SMILES string: CC(N)=O.CCCCC
- E_LUMO: 0.71 eV

```
! RIJCOSX wB97M-V def2-TZVPD def2/J DEFGRID3
* xyz 0 1
C -1.506 -0.903 0.764
H 2.513 1.596 0.037
H -2.958 -1.935 -0.581
H -2.459 -0.617 1.290
C -1.176 0.268 -0.096
H -2.064 0.490 -0.664
H -0.411 -0.038 -0.772
H 0.462 2.714 -0.880
C -1.986 -2.114 -0.157
H -0.649 -1.201 1.404
H 3.019 -1.735 -1.220
H -0.084 1.277 1.438
H 2.359 -2.423 0.429
O 2.127 -0.162 1.622
C -0.792 1.485 0.690
H -1.215 -2.063 -1.120
C 2.156 -0.314 0.401
C -0.508 2.672 -0.249
H 2.867 0.690 -1.415
N 2.365 0.687 -0.469
H 1.229 -1.708 -0.937
H -0.524 3.725 0.267
C 2.219 -1.668 -0.386
H -1.341 2.607 -1.014
H -1.988 -3.176 0.358
H -1.654 1.843 1.261
*
```

***

## 2
Computed, not measured: a cluster of 2 separate species, C7H17NO in total, with ωB97M-V/def2-TZVPD.

Properties
- HOMO: -8.8 eV
- SMILES string: CCN(C)C(C)=O.CC
- E_LUMO: 0.89 eV

```
! RIJCOSX wB97M-V def2-TZVPD def2/J DEFGRID3
* xyz 0 1
H 0.598 3.060 -3.062
C 0.474 -0.986 -0.180
O 1.313 -0.149 -0.451
H 1.220 1.262 1.763
H -0.442 -1.030 2.981
C 0.262 -2.826 1.349
H -0.083 1.516 -3.073
C -0.346 -1.596 -1.278
C 0.310 -0.610 2.308
H -1.874 2.514 -2.055
H -0.153 1.131 1.068
H -1.049 1.953 -0.658
C -0.964 2.673 -1.475
C 0.235 0.863 2.030
H -0.247 1.444 2.808
H 1.156 2.007 -1.992
H 0.103 -2.456 -1.773
H -0.610 -3.162 1.939
H -0.419 -0.842 -2.072
H -1.415 -1.775 -1.146
N 0.244 -1.412 1.117
H 0.170 -3.451 0.490
C 0.185 2.305 -2.379
H 1.217 -0.913 2.842
H 1.113 -3.190 1.933
H -0.997 3.667 -1.034
*
```

***

## 3
Computed, not measured: the molecule C7H17NO, with ωB97M-V/def2-TZVPD.

Properties
- HOMO: -8.4 eV
- SMILES string: CO[C@@H](C)CC(C)(C)N
- E_LUMO: 0.86 eV

```
! RIJCOSX wB97M-V def2-TZVPD def2/J DEFGRID3
* xyz 0 1
H -0.434 -1.046 2.826
H -1.945 2.513 -0.805
N -1.193 0.379 -2.253
C 1.716 -2.487 1.354
C -0.383 -0.923 0.688
H 0.526 0.298 2.236
H 2.474 -1.929 0.779
H 1.729 -2.096 2.384
H -1.374 -1.226 0.352
C -0.494 0.940 -1.131
H 0.665 -1.051 -1.195
H 1.404 0.050 0.030
H -1.248 0.383 2.197
H -0.996 2.118 0.622
H -1.901 -0.296 -1.978
H 1.314 1.385 -2.272
C 0.480 -0.388 -0.350
C 0.590 1.893 -1.628
C -0.388 -0.274 2.050
H 2.087 -3.520 1.419
H -2.309 1.043 0.084
H 0.151 2.718 -2.203
O 0.450 -2.439 0.760
H -0.571 -0.060 -2.925
C -1.487 1.683 -0.250
H 1.136 2.331 -0.788
*
```

***

Name the least stable of them. 3.

***

## 1
Computed, not measured: a cluster of 2 separate species, C7H17NO in total, with ωB97M-V/def2-TZVPD.

Properties
- HOMO: -9.2 eV
- SMILES string: CCN(C)C(C)=O.CC
- E_LUMO: 0.85 eV

```
! RIJCOSX wB97M-V def2-TZVPD def2/J DEFGRID3
* xyz 0 1
C -1.787 -0.571 -2.370
H -1.552 -0.015 -1.461
H 1.479 3.000 -0.559
C 0.523 -1.208 0.894
N 1.237 0.103 1.085
C -0.508 -1.406 2.036
H -1.049 -2.336 1.871
H -3.548 0.649 -2.676
C 1.616 2.647 0.456
H -3.839 -0.835 -1.787
H -3.497 -1.131 -3.463
O 0.254 1.129 -0.663
H 2.948 -1.006 1.672
H -1.126 -0.528 2.122
H 1.346 -1.930 0.924
H -1.624 -1.629 -2.103
C 0.996 1.206 0.312
H 0.884 3.225 1.043
H 0.168 -1.213 2.890
H -1.131 -0.179 -3.125
C -3.315 -0.412 -2.657
C 2.630 0.041 1.561
H 2.668 2.771 0.707
H 3.365 0.451 0.858
H 2.637 0.300 2.603
H 0.224 -1.122 -0.169
*
```

***

## 2
Computed, not measured: a cluster of 2 separate species, C7H17NO in total, with ωB97M-V/def2-TZVPD.

Properties
- HOMO: -9.2 eV
- SMILES string: CCN(C)C(C)=O.CC
- E_LUMO: 0.82 eV

```
! RIJCOSX wB97M-V def2-TZVPD def2/J DEFGRID3
* xyz 0 1
C 0.304 1.238 0.718
C -4.087 0.096 1.131
H 1.265 -1.359 1.155
H -0.083 2.026 0.048
H 2.634 -1.136 0.044
C -3.200 -0.031 -0.097
H -3.621 -0.495 -1.043
H 3.461 0.922 1.367
C 0.690 -0.072 -1.265
O -0.382 0.258 -1.716
H 1.119 -1.419 -3.066
C 2.751 0.136 1.816
H 2.377 -1.454 -1.754
H -3.538 0.927 1.643
H -4.051 -0.775 1.832
H -2.339 -0.669 0.111
C 1.320 -1.281 -2.025
H 0.961 -2.139 -1.393
H 3.426 -0.633 2.192
H 2.396 0.752 2.631
H -0.591 1.080 1.371
H 0.954 1.751 1.414
H -2.796 0.859 -0.512
H -5.123 0.265 0.975
C 1.966 -0.613 0.817
N 1.184 0.346 -0.032
*
```

***

Name the least stable of them. 2.